Record 1
The following is a DFT calculation (wB97M-V/def2-TZVPD) of 7 unconnected molecules or ions with the total composition C28H47N5O4S2 at a distorted geometry.

The value obtained for the HOMO-LUMO gap is 8.5 eV. The max |F| is 4.3 eV/A. Its SMILES is O=S1(=O)CCCC1.O=S1(=O)CCCC1.c1cc[nH]c1.c1cc[nH]c1.CCCC#N.CCCC#N.CCCC#N. The value obtained for the HOMO energy is -8.38 eV.

```
86
Properties=species:S:1:pos:R:3:forces:R:3:mulliken_charge:R:1
S 2.164 -0.478 -5.830 1.302 0.580 -0.604 1.04
S -7.826 -4.475 1.276 0.847 1.024 2.226 1.08
O 2.864 -1.362 -4.911 -0.721 0.251 -0.371 -0.64
O -8.535 -5.251 2.309 0.470 0.546 -1.822 -0.63
O -8.347 -4.183 -0.045 0.007 -0.511 0.676 -0.62
O 0.765 -0.681 -6.176 0.920 0.422 0.722 -0.62
N 6.876 0.432 2.776 -0.037 -0.638 0.139 -0.44
N -3.663 5.947 2.659 -0.097 -1.509 3.170 -0.43
N 0.318 -0.107 -0.524 0.873 1.001 0.266 0.05
N 1.601 -7.670 -0.435 0.224 -0.208 -0.908 -0.01
N -4.367 6.004 -5.249 2.878 -1.179 2.985 -0.44
C -3.580 5.695 -4.417 -2.367 1.463 -2.629 0.24
C 0.546 1.958 0.425 -0.328 -2.324 -0.302 -0.37
C 8.766 -2.309 4.739 -0.545 -0.919 0.217 -1.04
C 2.970 1.922 -6.687 -0.988 1.362 0.612 -0.50
C -0.819 1.688 0.091 -0.140 1.598 -1.162 -0.42
C 3.107 -0.401 -7.425 -0.555 0.471 -0.404 -0.69
C -5.857 -2.676 1.877 0.320 -0.886 0.463 -0.51
C 6.725 -0.636 3.185 0.537 1.829 0.114 0.24
C 3.828 0.989 -7.449 1.051 -2.367 -0.223 -0.64
C 7.755 -2.846 3.742 -0.330 0.420 -1.012 -0.42
C -1.328 4.429 5.433 0.899 -0.887 0.011 -1.17
C 2.282 -8.058 0.703 -1.314 0.623 -0.488 -0.48
C -3.845 4.719 5.027 0.105 1.155 -1.062 -0.43
C -5.241 -4.105 1.938 0.470 0.051 0.503 -0.68
C -6.065 -5.089 1.171 -1.986 -0.551 -0.634 -0.68
C -3.736 5.421 3.711 -0.341 0.956 -2.602 0.20
C -1.357 6.120 -3.207 1.872 0.063 -0.675 -0.35
C 2.309 -6.933 1.472 0.863 -0.102 1.385 -0.35
C -2.613 5.074 5.882 -0.499 -0.708 0.439 -0.32
C 1.329 -6.316 -0.438 0.409 -0.253 0.807 -0.57
C 1.778 -5.836 0.777 -0.168 -0.084 -0.456 -0.26
C -2.610 5.338 -3.363 -1.373 -0.691 0.521 -0.35
C 6.502 -1.959 3.690 -0.832 -0.803 -0.372 -0.48
C 2.628 1.311 -5.318 -0.479 -1.533 -0.818 -0.71
C 1.188 0.754 0.113 0.515 0.969 -0.128 -0.56
C -0.880 0.540 -0.642 -0.665 -1.432 1.056 -0.54
C -1.406 7.577 -2.866 -1.448 0.486 0.521 -1.18
C -7.339 -2.868 2.148 -0.388 -0.986 -0.711 -0.71
H 3.419 2.913 -6.627 0.162 -0.018 0.373 0.34
H 2.388 -0.450 -8.243 -0.426 0.228 0.251 0.34
H 8.242 -2.274 5.694 0.357 0.251 0.289 0.30
H 3.510 1.216 -4.685 0.001 -0.197 -0.102 0.31
H -4.039 3.665 4.830 0.698 -0.184 0.035 0.30
H -1.957 8.181 -3.586 0.518 0.098 -0.421 0.35
H -2.392 4.276 -3.484 0.186 -0.032 -0.195 0.28
H 8.210 -2.876 2.752 -0.035 0.182 -0.185 0.31
H 2.244 0.545 0.204 -0.110 -0.249 -0.021 0.40
H -0.753 5.987 -4.105 0.200 -0.075 -0.072 0.30
H -6.189 -6.084 1.597 0.480 0.022 0.048 0.38
H 5.937 -1.955 4.623 0.416 0.327 0.357 0.33
H -1.478 3.352 5.360 -0.092 -0.131 -0.243 0.31
H -0.851 4.749 4.506 -0.604 0.295 -0.243 0.34
H -1.653 2.370 0.173 0.063 0.067 0.076 0.45
H 9.568 -3.043 4.813 0.244 0.318 0.141 0.31
H 1.815 -4.834 1.180 -0.352 0.026 -0.336 0.39
H 5.720 -2.274 2.999 0.150 -0.892 -0.269 0.25
H -2.041 7.684 -1.987 0.156 0.078 0.442 0.31
H 3.672 -1.321 -7.569 0.475 0.285 0.551 0.41
H 4.046 1.329 -8.461 -0.371 -0.065 -0.074 0.33
H 0.872 -5.792 -1.265 0.045 -0.312 -0.008 0.37
H 2.528 -9.093 0.892 0.021 0.199 -0.040 0.35
H -0.512 4.502 6.153 -0.210 0.348 0.380 0.34
H -5.203 -4.387 2.990 -0.574 -0.117 0.204 0.29
H -2.501 6.149 6.025 -0.252 0.005 -0.192 0.30
H 0.995 2.875 0.775 -0.094 -0.274 0.258 0.39
H -5.659 -2.139 0.949 0.114 -0.041 0.128 0.32
H -3.107 5.373 -2.394 -0.542 0.088 -0.033 0.25
H -2.895 4.643 6.842 0.371 0.171 0.359 0.25
H 0.526 -1.052 -0.811 -0.019 0.383 -0.049 0.19
H 9.141 -1.321 4.469 -0.010 -0.118 0.009 0.34
H -1.718 -0.017 -1.035 -0.088 0.283 -0.030 0.41
H -4.764 5.018 5.530 0.036 0.480 -0.077 0.31
H -0.418 7.964 -2.614 -0.130 0.105 -0.310 0.33
H 2.080 2.094 -7.292 -0.400 -0.090 0.224 0.29
H -0.804 5.670 -2.383 0.053 -0.419 -0.111 0.26
H 4.814 0.830 -7.012 0.059 0.276 0.377 0.30
H -7.490 -3.079 3.207 -0.255 0.034 -0.119 0.34
H -5.911 -5.174 0.095 0.408 0.161 0.074 0.34
H -8.031 -2.114 1.773 0.211 0.067 0.107 0.40
H 2.646 -6.868 2.497 0.254 -0.128 -0.090 0.36
H 1.429 -8.289 -1.214 0.016 0.252 0.135 0.20
H 1.800 1.656 -4.699 -0.048 0.393 -0.469 0.43
H -5.392 -2.226 2.754 -0.080 0.820 -0.397 0.28
H -4.173 -4.179 1.731 -0.038 0.364 -0.747 0.41
H 7.440 -3.878 3.891 0.077 0.040 0.564 0.31
```
Positions in Å, forces in eV/Å.

Record 2
The following is a DFT calculation (wB97M-V/def2-TZVPD) of a molecular structure, C28H48Br12F12Fe2O8 at a distorted geometry.

The value obtained for the HOMO-LUMO gap (alpha / beta) is 8.9 / 8.7 eV. The max |F| is 3.0 eV/A. For the energy above the lowest of the compared OMol25 structures with the same formula, charge and spin, the calculation gives 139.1 kJ/mol. Its spin multiplicity is 9. The value obtained for the HOMO energy (alpha / beta) is -9.15 / -8.95 eV. As for the expectation value of S²: 20.02.

```
110
Properties=species:S:1:pos:R:3:forces:R:3:mulliken_spin:R:1
Br 7.761 -1.168 -4.458 -1.130 -0.391 0.321 0.00
Br 0.731 5.313 -4.284 -0.088 0.715 0.203 0.00
Br -0.855 -4.717 -6.289 -0.155 0.199 0.273 0.00
Br 4.555 -3.970 -2.448 0.478 0.118 -0.309 0.00
Br -6.960 -5.165 4.138 0.535 -0.250 -0.656 0.00
Br 3.462 -2.458 3.497 -0.020 0.493 -0.214 0.00
Br 1.716 -5.024 -4.087 -0.672 0.122 0.304 0.00
Br 1.890 2.339 1.004 0.330 -0.039 -0.012 0.01
Br 1.182 1.965 -3.212 -0.020 0.325 -0.594 0.00
Br 2.823 4.780 -1.269 0.384 -0.223 0.056 0.00
Br 5.958 -0.109 0.358 0.044 -0.549 0.288 0.00
Br -3.641 -3.361 3.770 -0.260 -0.561 0.200 0.00
Fe -1.359 0.172 -1.044 -0.419 0.348 -0.189 3.86
Fe -1.358 2.076 1.656 -1.044 -0.449 0.264 3.72
F -3.231 -2.298 -4.670 -0.094 -0.069 0.073 0.00
F -4.906 -2.520 -3.321 0.189 -0.071 0.071 0.00
F -4.166 2.945 -1.737 0.458 0.156 0.113 0.00
F 0.610 -3.214 1.819 -0.023 0.600 -0.902 0.00
F -2.617 0.362 4.594 0.528 0.361 -0.078 0.00
F -1.750 1.427 6.290 0.461 -0.180 -0.095 0.00
F -2.913 -3.226 -2.718 -0.562 -0.028 -0.248 0.00
F -4.233 3.330 0.365 0.206 0.427 0.236 0.00
F -1.050 -2.332 2.808 0.278 0.294 -1.100 0.00
F -3.867 4.970 -1.062 -0.166 0.102 0.456 0.00
F -1.222 -2.846 0.651 0.348 -0.240 0.559 0.00
F -3.666 1.998 5.515 0.106 0.091 -0.069 0.00
O -1.819 2.114 -0.517 -0.198 -0.650 -0.385 0.11
O -1.071 -0.017 1.198 -0.036 -0.285 0.039 0.13
O -1.981 -0.395 -3.031 0.473 -0.429 -0.142 0.05
O -3.072 -0.945 -1.291 -1.382 -1.475 1.301 0.03
O -1.573 3.884 0.573 0.501 2.701 0.329 0.04
O -2.573 2.958 3.154 0.640 -1.739 -0.535 0.09
O 0.486 -0.817 -0.078 0.473 -0.629 -1.321 0.03
O -0.526 2.296 3.709 -0.089 -1.701 -0.170 0.02
C -4.136 -1.534 -0.522 -0.426 -0.417 0.069 0.00
C -3.610 3.686 -0.750 -0.136 -0.350 -1.160 0.00
C 2.088 -1.311 -1.817 0.920 -1.487 -1.041 -0.01
C -0.458 5.656 1.874 0.296 -0.113 0.500 0.00
C -1.578 5.307 0.912 -0.210 0.334 0.523 0.01
C 0.689 2.413 4.486 0.075 0.986 -1.696 0.01
C 1.886 -1.059 -0.360 -0.163 0.702 -0.065 0.01
C 5.111 -1.529 1.395 -2.236 -0.202 -0.167 0.00
C -3.197 -0.891 -2.725 1.007 2.198 0.226 -0.01
C 0.991 3.835 -5.484 -0.763 -0.634 0.376 0.00
C -1.832 2.629 4.235 0.322 2.533 -1.383 -0.02
C -2.442 1.577 5.147 -1.070 -0.225 0.299 0.00
C -0.057 -4.388 -3.507 0.371 0.439 0.908 0.00
C 4.153 -0.952 2.466 1.706 0.286 0.494 0.00
C -3.595 -2.254 -3.392 0.988 0.894 1.049 0.00
C -1.203 -4.897 -4.343 0.925 0.033 -1.076 0.00
C 6.090 -2.810 -2.758 0.816 0.363 1.031 0.00
C -4.075 -1.218 0.944 0.180 -0.709 0.107 -0.01
C -5.462 -5.349 2.825 -0.328 0.562 1.298 0.00
C -0.023 -0.916 1.226 0.357 2.189 0.720 -0.02
C 3.996 4.051 0.108 0.415 0.345 0.224 0.00
C 1.469 1.107 4.437 -1.279 -0.596 0.486 0.00
C -0.404 -2.348 1.607 -1.324 -0.382 0.792 -0.03
C -4.140 -5.264 3.548 0.787 0.667 -0.167 0.00
C 3.766 2.579 0.416 -0.688 0.551 0.020 0.00
C 1.928 2.842 -4.815 0.327 0.272 0.068 0.00
C -2.087 3.469 -0.676 1.065 -2.672 0.961 -0.01
C 6.023 -2.031 -4.018 -1.171 -0.427 -1.641 0.00
H 4.432 -2.080 0.741 0.311 0.186 -0.568 0.00
H 6.111 -2.153 -1.893 0.176 -0.038 0.076 0.00
H 4.388 2.204 1.224 -0.004 0.269 0.115 0.00
H -5.539 -4.444 2.233 -0.251 -0.332 -0.423 0.00
H -0.638 5.491 2.937 -0.280 -0.493 -0.124 0.00
H 2.029 -0.537 -2.575 -0.803 0.508 0.522 0.00
H 5.036 4.251 -0.156 -0.063 -0.389 -0.572 0.00
H 5.784 -2.310 1.736 0.507 0.641 0.394 0.00
H 2.289 2.045 -5.458 -0.304 -0.012 -0.127 0.00
H 2.234 -1.914 0.219 -0.067 -0.007 0.073 0.00
H 4.712 -0.287 3.128 0.099 -0.408 0.367 0.00
H 7.014 -3.383 -2.804 -0.279 -0.374 0.353 0.00
H 2.438 -0.154 -0.092 0.015 -0.109 0.375 0.00
H -5.120 -1.208 -0.871 0.227 0.329 -0.459 0.00
H -0.217 6.720 1.826 -0.149 0.028 -0.310 0.00
H 0.738 -0.619 1.963 0.214 -0.014 -0.030 0.01
H -1.274 -5.976 -4.258 -0.474 0.076 0.325 0.00
H -1.621 3.576 4.752 -0.330 -0.347 1.160 0.00
H 2.148 0.978 5.277 0.070 -0.002 -0.085 0.00
H 0.008 -3.312 -3.344 -0.056 0.170 -1.048 0.00
H 3.117 -1.650 -1.994 0.038 0.025 0.537 0.00
H 1.533 -2.195 -2.139 -0.307 0.211 -0.050 0.00
H -2.578 5.523 1.280 0.047 0.091 0.329 0.00
H 5.738 -2.733 -4.808 0.860 0.016 -0.264 0.00
H 3.884 1.902 -0.424 -0.030 0.276 -0.215 0.00
H -4.052 -0.142 1.109 -0.130 -0.063 0.322 0.00
H -5.579 -6.267 2.258 -0.196 0.005 0.084 0.00
H -3.958 -0.105 -2.849 -0.628 -0.554 -0.662 0.00
H 1.311 4.237 -6.441 0.496 -0.133 0.134 0.00
H -4.943 -1.725 1.374 -0.348 0.641 0.054 0.00
H 3.355 -0.296 2.134 -0.293 -0.553 -0.647 0.00
H 0.457 2.859 5.452 0.036 -0.596 0.255 0.00
H -1.407 6.001 0.087 -0.147 -0.830 -0.803 0.00
H -1.495 3.897 -1.487 -0.482 0.368 -0.266 0.00
H -0.159 -4.676 -2.457 -0.105 -0.761 -0.206 0.00
H 0.702 0.323 4.454 0.067 -0.099 0.673 0.00
H -3.282 -1.744 1.472 0.417 0.508 -0.286 0.00
H -3.356 -5.689 2.922 0.008 0.056 0.008 0.00
H 1.155 3.209 3.895 0.760 -0.057 0.470 0.00
H -2.102 -4.310 -4.200 0.165 -0.603 0.165 0.00
H 0.449 5.123 1.578 -0.009 -0.035 0.018 0.00
H -0.020 3.458 -5.627 0.154 -0.324 -0.028 0.00
H -4.121 -2.616 -0.670 0.176 -0.024 -0.024 0.00
H 1.936 0.853 3.493 0.479 0.772 -0.208 0.00
H 2.789 3.394 -4.441 0.063 -0.120 0.041 0.00
H 3.874 4.737 0.945 -0.466 -0.484 0.315 0.00
H -4.021 -5.645 4.556 -0.555 -0.361 -0.115 0.00
H 5.165 -1.362 -4.104 0.537 0.712 0.537 0.00
```
Positions in Å, forces in eV/Å.

Record 3
The following is a DFT calculation (wB97M-V/def2-TZVPD) of a molecular structure, C28H48Cl2HoN7O2SSi2 at a distorted geometry.

The value obtained for the HOMO-LUMO gap is 7.5 eV. The max |F| is 1.6 eV/A. For the energy above the lowest of the compared OMol25 structures with the same formula, charge and spin, the calculation gives 0.0 kJ/mol. Its spin multiplicity is 5. The value obtained for the HOMO energy is -7.66 eV. As for the expectation value of S²: 6.00.

```
91
Properties=species:S:1:pos:R:3:forces:R:3:mulliken_spin:R:1
Ho -0.001 0.459 0.556 0.568 -0.238 -0.478 4.07
Cl 4.448 -0.538 -0.946 0.203 -0.170 -0.284 0.00
Cl 4.456 0.540 1.743 0.333 -0.003 0.580 0.00
S -1.635 -1.522 1.646 -0.057 0.515 0.085 -0.01
Si -2.512 2.261 2.518 -0.534 -0.072 0.271 0.00
Si 0.105 4.130 1.852 0.647 0.245 0.310 -0.05
O 2.076 1.407 0.338 -1.217 -0.304 0.615 -0.02
O 3.191 2.480 -1.280 0.013 0.299 -0.092 0.00
N 1.907 -1.537 0.843 -0.040 0.095 -0.235 -0.01
N -0.885 -2.641 -0.729 0.032 -0.651 -0.403 0.00
N -1.835 1.645 -0.617 0.234 0.421 0.403 0.00
N 1.088 0.410 2.950 -0.044 0.560 -0.133 0.00
N -2.090 -3.919 0.659 0.052 -0.135 -0.226 0.00
N -0.373 -1.454 -1.120 0.118 0.292 -0.139 0.00
N 0.530 0.919 -2.004 0.167 -0.476 0.014 -0.01
C -1.504 -2.724 0.434 0.188 0.327 -0.315 0.00
C 3.076 1.707 -0.350 1.629 -0.086 -0.209 0.00
C 1.477 1.216 -4.601 -0.084 0.361 0.234 0.00
C -0.646 5.541 2.920 0.046 -0.623 -0.457 0.01
C -3.542 3.778 3.099 0.619 -0.404 -0.175 0.00
C 1.896 -2.830 1.543 0.018 -0.246 0.178 0.00
C 1.640 3.606 2.886 -0.607 0.102 -0.400 0.00
C 0.676 -0.159 -2.802 0.197 0.725 -0.340 0.00
C 0.448 -2.697 -3.085 -0.121 0.064 0.317 0.00
C -2.058 1.301 4.117 -0.085 0.362 -0.703 0.00
C -3.831 1.248 1.567 0.656 0.144 0.129 0.00
C -2.142 4.010 -0.469 0.014 -0.065 -0.109 0.00
C 4.405 0.941 0.034 -0.449 0.501 -0.455 0.00
C 2.207 -2.662 3.029 -0.345 -0.018 -0.222 0.00
C 0.828 2.114 -2.492 -0.080 0.143 -0.045 0.00
C -2.980 2.814 -2.358 0.032 -0.067 0.139 0.00
C 0.900 4.980 0.325 -0.443 -0.444 0.354 0.03
C 1.390 -0.458 4.105 -0.408 -0.583 -0.004 0.00
C -1.022 2.664 1.391 -0.053 0.222 0.598 0.02
C 1.164 -0.036 -4.109 -0.149 -0.219 0.454 0.00
C -2.494 1.664 -1.773 -0.157 -0.168 -0.349 0.00
C 0.234 -1.444 -2.277 -0.431 -0.811 0.758 0.00
C -1.648 2.805 0.067 -0.373 -0.128 -0.148 -0.03
C 1.294 2.320 -3.784 -0.047 -0.278 -0.130 0.00
C 1.120 -1.939 3.834 0.250 0.174 0.062 0.00
C -1.763 -4.934 2.887 -0.229 0.098 -0.139 0.00
C -2.796 4.018 -1.678 0.037 -0.116 -0.003 0.00
C -2.737 -4.322 1.882 0.097 -0.060 0.373 0.00
H -3.058 4.324 3.900 0.133 0.157 0.176 0.00
H -1.001 -4.205 3.145 0.140 0.091 0.050 0.00
H 1.528 3.314 -4.126 0.012 0.129 0.020 0.00
H -3.404 0.375 1.082 -0.045 -0.070 -0.041 0.00
H -2.035 4.913 0.111 0.020 0.135 0.028 0.00
H -2.646 0.701 -2.252 0.107 0.007 0.009 0.00
H 1.846 1.333 -5.610 0.041 -0.010 -0.045 0.00
H -0.926 5.172 3.900 -0.091 -0.104 0.243 -0.01
H 2.648 -3.514 1.120 -0.134 0.111 -0.028 0.00
H 1.494 -2.797 -3.379 0.015 0.057 -0.048 0.00
H -1.697 0.300 3.900 0.126 -0.193 -0.054 0.00
H 1.015 -2.429 4.803 -0.007 -0.040 0.080 0.00
H 1.389 3.180 3.853 -0.070 -0.121 0.238 0.00
H 0.591 1.234 3.290 0.250 -0.081 -0.083 0.00
H -1.316 1.823 4.714 0.250 0.148 0.131 0.00
H 0.914 -3.292 1.408 0.062 -0.021 0.043 0.00
H -3.500 2.777 -3.302 -0.043 -0.057 -0.045 0.00
H -2.293 -5.213 3.793 -0.031 -0.084 0.152 0.00
H 5.291 1.527 -0.214 -0.279 -0.109 0.055 0.00
H -2.945 1.198 4.735 -0.223 0.010 0.079 0.00
H -4.297 1.856 0.795 -0.073 0.207 -0.126 0.00
H 2.353 -3.661 3.445 0.074 0.002 -0.026 0.00
H -4.618 0.900 2.230 -0.093 0.030 0.288 0.00
H 0.078 6.336 3.070 0.266 0.080 -0.062 0.01
H 3.158 -2.130 3.126 0.132 -0.058 0.057 0.00
H 2.251 2.902 2.333 0.105 -0.193 -0.085 0.00
H -3.520 -5.039 1.627 -0.018 0.093 0.023 0.00
H 0.156 -3.547 -2.470 0.068 0.042 -0.158 0.00
H 1.288 -0.911 -4.726 -0.024 -0.082 -0.032 0.00
H 0.746 -0.160 4.936 0.123 0.111 -0.026 0.00
H -1.281 -5.818 2.476 0.073 -0.123 -0.037 0.00
H 1.970 0.753 2.571 -0.205 0.113 -0.021 0.00
H 2.740 -1.046 1.174 -0.282 -0.006 -0.320 0.00
H -1.529 5.984 2.474 -0.262 0.101 -0.111 0.00
H 1.374 5.917 0.607 0.036 0.105 0.203 0.01
H 1.669 4.346 -0.108 0.157 -0.202 -0.090 -0.01
H 0.690 2.954 -1.825 0.005 0.016 0.034 0.00
H -3.187 4.940 -2.086 -0.012 0.057 -0.004 0.00
H -3.710 4.474 2.282 -0.028 0.150 -0.215 0.00
H -4.517 3.465 3.462 -0.147 -0.218 0.022 0.00
H 2.262 4.474 3.079 0.017 0.298 0.012 0.01
H 0.182 5.204 -0.456 -0.099 0.077 -0.169 -0.01
H 2.066 -1.719 -0.150 0.017 0.152 0.287 0.00
H 2.435 -0.338 4.417 -0.127 0.131 0.042 0.00
H -0.165 -2.695 -3.986 -0.015 0.007 -0.084 0.00
H 0.163 -2.017 3.318 -0.001 -0.074 0.111 0.00
H -3.194 -3.436 2.327 -0.124 -0.168 -0.100 0.00
H -1.925 -4.618 -0.049 0.006 0.112 -0.053 0.00
```
Positions in Å, forces in eV/Å.